Entry A
98
Properties=species:S:1:pos:R:3:lowdin_charge:R:1 method="wB97M-V/def2-TZVPD" smiles="C[N+](=O)[O-].C[N+](=O)[O-].C[N+](=O)[O-].C[N+](=O)[O-].CCOC(C)=O.CCOC(C)=O.CCOC(C)=O.CCOC(C)=O.CCOC(C)=O" e_lumo_ev=-0.3 gap_ev=9.73 homo_ev=-10.03
C -4.83 -0.82 -4.66 0.03
N -4.94 -2.08 -3.93 -0.50
O -5.01 -1.97 -2.73 0.06
O -5.34 -2.98 -4.56 0.10
H -3.77 -0.56 -4.59 0.10
H -5.44 -0.07 -4.16 0.11
H -5.01 -1.03 -5.72 0.10
C -1.61 -0.83 -0.37 0.05
N -0.58 -0.09 0.44 -0.40
O -1.00 0.49 1.50 0.00
O 0.60 -0.22 0.19 0.07
H -2.44 -1.16 0.25 0.09
H -1.05 -1.65 -0.81 0.09
H -2.02 -0.26 -1.21 0.09
C -1.58 -5.20 -5.42 0.05
N -0.26 -4.65 -4.95 -0.44
O 0.72 -5.30 -5.24 0.06
O -0.12 -3.60 -4.33 0.04
H -2.27 -4.93 -4.62 0.09
H -1.56 -6.29 -5.52 0.10
H -1.88 -4.78 -6.38 0.10
C -3.73 -5.18 1.33 0.04
N -3.98 -5.90 0.09 -0.47
O -4.98 -6.60 -0.05 0.06
O -3.24 -5.72 -0.82 0.07
H -4.32 -5.60 2.14 0.10
H -4.03 -4.13 1.32 0.11
H -2.66 -5.36 1.41 0.10
C 1.59 -5.68 -0.23 -0.07
C 2.22 -7.02 -0.43 -0.20
O 2.89 -7.03 -1.75 0.00
C 3.85 -7.90 -1.99 -0.54
C 4.35 -7.72 -3.37 0.01
O 4.27 -8.78 -1.21 0.06
H 0.72 -5.48 -0.85 0.07
H 2.34 -4.89 -0.30 0.09
H 1.07 -5.74 0.73 0.08
H 2.82 -7.29 0.44 0.12
H 1.54 -7.87 -0.45 0.12
H 4.82 -8.56 -3.88 0.09
H 4.88 -6.76 -3.45 0.09
H 3.53 -7.68 -4.09 0.08
C 4.24 8.59 3.93 -0.05
C 4.74 7.31 3.21 -0.24
O 3.70 6.49 2.79 -0.02
C 3.86 5.28 2.33 -0.51
C 2.52 4.68 2.01 0.02
O 4.92 4.65 2.56 0.06
H 4.99 9.30 4.28 0.07
H 3.62 8.36 4.80 0.08
H 3.70 9.09 3.13 0.07
H 5.35 7.55 2.34 0.13
H 5.33 6.71 3.90 0.12
H 1.64 5.14 2.46 0.08
H 2.37 3.66 2.35 0.09
H 2.57 4.84 0.94 0.09
C -3.63 0.08 6.00 -0.04
C -3.87 0.39 7.50 -0.30
O -3.46 1.64 7.70 -0.04
C -3.69 2.32 8.88 -0.45
C -3.11 3.71 8.81 0.01
O -4.23 1.90 9.91 0.09
H -2.73 0.61 5.69 0.08
H -4.47 0.48 5.43 0.07
H -3.48 -0.98 5.80 0.07
H -4.81 0.15 7.99 0.13
H -3.21 -0.18 8.15 0.12
H -2.15 3.75 9.31 0.09
H -3.80 4.43 9.26 0.08
H -3.12 4.15 7.81 0.08
C -4.20 5.56 1.96 -0.06
C -3.03 4.52 1.70 -0.23
O -2.73 4.38 0.36 -0.04
C -3.65 3.76 -0.50 -0.48
C -3.11 3.74 -1.96 0.02
O -4.70 3.28 -0.21 0.12
H -4.01 6.10 2.89 0.07
H -5.15 5.04 1.89 0.06
H -4.24 6.34 1.20 0.07
H -2.18 5.01 2.18 0.11
H -3.21 3.56 2.18 0.12
H -2.99 4.77 -2.30 0.08
H -3.77 3.28 -2.69 0.07
H -2.18 3.17 -1.95 0.08
C 4.25 0.02 -3.66 -0.04
C 5.68 -0.51 -4.22 -0.17
O 6.41 0.52 -4.93 -0.06
C 6.18 0.90 -6.23 -0.50
C 7.12 1.98 -6.63 0.01
O 5.33 0.42 -6.98 0.08
H 4.23 1.11 -3.71 0.07
H 4.14 -0.28 -2.61 0.06
H 3.60 -0.56 -4.31 0.06
H 6.24 -0.79 -3.33 0.11
H 5.57 -1.31 -4.96 0.11
H 7.10 2.84 -5.96 0.09
H 6.81 2.40 -7.59 0.09
H 8.11 1.52 -6.67 0.09

---

Entry B
98
Properties=species:S:1:pos:R:3:lowdin_charge:R:1 method="wB97M-V/def2-TZVPD" smiles="C[N+](=O)[O-].C[N+](=O)[O-].C[N+](=O)[O-].C[N+](=O)[O-].CCOC(C)=O.CCOC(C)=O.CCOC(C)=O.CCOC(C)=O.CCOC(C)=O" e_lumo_ev=-0.4 gap_ev=9.55 homo_ev=-9.96
C 6.71 0.83 11.73 0.03
N 6.51 -0.40 10.95 -0.44
O 7.06 -1.44 11.28 0.06
O 5.58 -0.29 10.15 0.05
H 5.78 1.07 12.25 0.09
H 7.04 1.57 11.00 0.10
H 7.58 0.69 12.36 0.10
C 3.37 5.03 13.67 0.05
N 4.61 4.28 13.34 -0.41
O 4.91 3.28 13.99 0.05
O 5.19 4.65 12.31 0.05
H 3.85 5.84 14.24 0.09
H 2.68 4.40 14.22 0.09
H 2.89 5.38 12.76 0.10
C 1.63 6.88 18.00 0.06
N 2.36 5.68 17.51 -0.39
O 3.59 5.61 17.48 0.03
O 1.73 4.81 16.92 0.05
H 2.27 7.73 17.76 0.09
H 1.46 6.87 19.07 0.10
H 0.65 6.88 17.52 0.07
C 0.88 9.91 14.21 0.05
N 2.25 9.44 13.89 -0.42
O 3.17 10.26 13.94 0.05
O 2.42 8.25 13.59 0.03
H 0.44 9.84 13.22 0.10
H 0.92 10.96 14.51 0.10
H 0.30 9.22 14.83 0.09
C 6.31 2.72 17.32 -0.06
C 7.45 3.17 16.51 -0.25
O 8.51 3.63 17.38 -0.02
C 9.68 4.14 16.83 -0.52
C 10.72 4.56 17.88 0.01
O 9.94 4.14 15.70 0.14
H 6.66 1.90 17.95 0.09
H 5.48 2.41 16.68 0.06
H 6.00 3.57 17.92 0.09
H 7.79 2.34 15.89 0.12
H 7.20 3.96 15.80 0.12
H 11.43 3.74 18.03 0.08
H 10.36 4.90 18.85 0.07
H 11.27 5.45 17.57 0.08
C 3.09 10.72 9.00 -0.09
C 2.79 9.53 9.81 -0.24
O 3.77 8.46 9.71 0.00
C 3.58 7.53 8.73 -0.45
C 4.34 6.26 8.88 0.01
O 2.64 7.54 7.87 0.03
H 2.53 11.62 9.24 0.08
H 3.01 10.55 7.92 0.08
H 4.13 11.01 9.10 0.08
H 2.74 9.93 10.82 0.11
H 1.79 9.15 9.61 0.12
H 3.96 5.57 8.12 0.09
H 4.19 5.77 9.84 0.08
H 5.40 6.36 8.63 0.09
C 4.58 -0.14 14.89 -0.07
C 3.59 0.39 15.90 -0.20
O 4.14 -0.08 17.17 -0.02
C 3.68 0.46 18.31 -0.50
C 4.41 -0.02 19.53 0.02
O 2.76 1.34 18.44 0.02
H 5.09 -1.03 15.25 0.09
H 5.36 0.61 14.77 0.05
H 4.15 -0.31 13.90 0.08
H 3.53 1.48 15.85 0.11
H 2.60 0.00 15.68 0.12
H 4.55 0.97 19.97 0.09
H 5.34 -0.44 19.13 0.08
H 3.84 -0.65 20.22 0.09
C -3.86 6.53 17.81 -0.06
C -3.72 6.81 16.32 -0.23
O -2.93 5.82 15.64 -0.02
C -1.59 6.00 15.44 -0.44
C -0.97 4.80 14.69 0.03
O -0.86 6.97 15.70 0.04
H -4.55 5.75 18.12 0.08
H -4.18 7.50 18.19 0.08
H -2.95 6.22 18.34 0.08
H -4.68 6.80 15.80 0.12
H -3.43 7.85 16.17 0.11
H -1.43 3.91 15.11 0.09
H 0.11 4.80 14.86 0.06
H -1.17 4.93 13.62 0.09
C 5.16 8.23 16.42 -0.07
C 6.49 7.73 16.99 -0.16
O 6.97 8.73 17.98 -0.01
C 8.19 8.63 18.50 -0.46
C 8.47 9.86 19.38 0.01
O 9.05 7.69 18.31 0.02
H 4.35 8.20 17.16 0.05
H 4.74 7.60 15.64 0.06
H 5.26 9.22 15.96 0.08
H 6.31 6.72 17.37 0.12
H 7.24 7.74 16.20 0.13
H 8.48 9.55 20.43 0.08
H 7.62 10.54 19.38 0.08
H 9.41 10.32 19.10 0.09

---

Q: Which of them is the least stable? A: entry A.

---

Entry A
7
Properties=species:S:1:pos:R:3:lowdin_charge:R:1 method="wB97M-V/def2-TZVPD" smiles=FBC(F)F e_lumo_ev=0.4 gap_ev=11.48 homo_ev=-11.07
F -2.05 -0.37 0.61 0.19
B -0.95 0.13 0.10 -0.13
C 0.68 -0.22 -0.07 -0.37
F 1.23 -1.44 0.27 0.01
F 1.21 0.74 0.66 0.06
H -1.09 1.25 -0.37 0.09
H 0.97 -0.08 -1.20 0.16

---

Entry B
7
Properties=species:S:1:pos:R:3:lowdin_charge:R:1 method="wB97M-V/def2-TZVPD" e_lumo_ev="-0.9 / -1.0" gap_ev="7.76 / 7.52" homo_ev="-8.68 / -8.51"
B -0.62 -1.48 -0.34 0.34
C 0.51 0.96 0.29 -0.52
F 0.97 1.14 1.50 0.12
F 1.41 1.09 -0.67 0.10
F -0.53 1.83 0.17 0.06
H -1.35 -1.99 0.50 -0.03
H -0.39 -1.55 -1.45 -0.07

---

Q: Which of them is the least stable? A: entry B.